Entry 1:
{"formula": "H26O13", "method": "ωB97M-V/def2-TZVPD", "spin_multiplicity": 2, "total_charge": 1, "de_lowest_ev": 0.535, "s_squared": 0.7576, "gap_ev": [11.073, 2.803], "species": ["H", "H", "H", "O", "H", "O", "O", "H", "H", "H", "H", "O", "H", "H", "H", "H", "H", "O", "H", "H", "H", "O", "H", "O", "H", "H", "H", "O", "H", "O", "H", "O", "O", "H", "H", "H", "O", "O", "H"], "coordinates": [[-1.541729, 2.748827, 2.692111], [0.984171, -0.890283, 2.548111], [-0.207099, -1.418213, 3.318871], [-2.753639, -1.128413, -1.595039], [-0.480859, -0.098593, 0.799671], [-3.021339, 0.461207, 0.667001], [2.987591, 2.184917, 0.731231], [3.089321, -0.470913, -0.700099], [2.366281, -2.909803, -0.167219], [1.784851, 3.057987, -0.484629], [0.421561, 1.999177, -1.498729], [0.119281, 1.221087, -1.967189], [3.073451, 1.794447, 1.600941], [-2.455979, 1.056127, 1.159621], [3.326111, 1.517737, 0.134141], [-0.638969, 1.971417, 1.758001], [-2.671839, -0.463943, -2.279169], [0.629351, -1.688313, 2.939871], [0.978221, -2.310203, -0.092119], [1.563501, 4.362917, -1.219509], [0.877721, 0.411507, 0.368461], [-3.190009, -2.422113, 1.230841], [-0.735409, -2.998803, -1.072039], [-1.501459, 2.383497, 1.808291], [-3.894719, 0.846497, 0.737741], [-0.634449, 1.523637, -2.473719], [-2.923289, -1.502913, 1.217791], [1.120641, 3.553937, -0.963259], [-2.556749, -0.661983, -0.782689], [-0.778949, -2.841403, -0.128879], [0.937251, -1.405583, -2.006579], [1.037021, -1.247433, -2.945329], [1.873661, -2.113933, -0.367599], [-4.083239, -2.407953, 1.574601], [-1.713339, -2.746003, 0.055631], [3.736301, 0.328247, -1.811249], [3.714341, 0.236497, -0.858709], [0.285831, 0.376637, 1.119911], [0.876601, -0.309493, -3.049069]], "forces_ev_per_angstrom": [[-0.2, 0.2, 0.3], [0.0, 0.3, -0.2], [-0.2, 0.0, 0.2], [0.3, -1.0, -0.7], [-0.2, -0.3, -0.1], [-0.2, -1.1, -0.6], [-0.7, 0.7, 0.3], [-0.2, -0.6, 0.2], [0.4, -0.3, 0.0], [0.6, -0.1, 0.9], [0.4, 1.2, 0.1], [-0.3, -1.5, -0.5], [0.0, 0.1, 0.3], [0.6, 1.1, 0.6], [0.5, -0.5, -0.5], [0.7, -0.2, -0.2], [-0.1, 0.3, -0.5], [0.2, -0.6, 0.1], [-0.8, -0.2, 0.8], [0.0, 0.2, -0.2], [0.3, 0.2, -0.2], [0.4, -0.3, -0.2], [-0.2, -0.4, -0.4], [-0.4, 0.0, 0.0], [-0.3, 0.0, -0.1], [-0.2, 0.3, -0.1], [-0.2, 0.6, 0.3], [-0.5, -0.2, -0.3], [-0.2, 0.8, 1.1], [0.9, 0.5, -0.3], [0.2, -0.4, 1.3], [0.0, -1.1, -1.0], [0.3, 0.7, -0.6], [-0.3, -0.2, 0.0], [-0.9, -0.3, 0.6], [0.3, 0.1, -0.3], [0.1, 0.0, -0.2], [0.1, 0.3, 0.2], [-0.2, 1.6, 0.1]]}


Entry 2:
{"formula": "H26O13Xe", "method": "ωB97M-V/def2-TZVPD", "de_lowest_ev": 1.008, "gap_ev": 9.206, "species": ["H", "H", "H", "H", "O", "H", "O", "H", "H", "Xe", "H", "H", "H", "H", "H", "H", "O", "H", "O", "H", "O", "O", "O", "H", "H", "O", "O", "H", "O", "H", "H", "O", "H", "O", "H", "H", "H", "O", "H", "H"], "coordinates": [[24.149717, -0.542695, 7.553623], [25.211712, 0.409453, 9.655398], [21.688286, -5.472212, 12.345861], [24.804459, -0.945091, 10.195079], [23.643972, -2.785556, 13.441753], [20.696153, 0.155487, 10.385847], [24.500648, -0.231012, 9.634703], [22.407588, -2.560269, 6.342867], [22.348563, 2.011475, 9.538821], [22.084611, -2.848171, 9.852532], [22.797736, -4.494816, 12.671010], [25.022031, 0.421243, 6.777875], [19.643891, -3.558137, 7.455535], [26.206197, -1.579286, 11.983022], [19.776360, -3.849711, 12.562052], [18.425723, -3.999107, 9.151624], [25.704018, -2.145835, 11.397302], [19.562067, -5.104411, 13.381622], [23.310874, -2.836720, 6.188315], [20.425162, -4.072267, 6.265082], [19.848405, -4.803235, 12.519334], [18.830913, -4.601478, 8.527757], [22.641507, -5.385874, 12.358213], [24.074884, -2.715825, 14.293626], [23.814990, -2.023043, 6.192891], [19.830521, 0.190297, 10.792911], [22.559343, 1.535442, 10.342071], [24.616570, -5.451524, 7.218283], [20.104508, -3.265877, 6.668990], [23.216194, 0.892571, 10.074692], [23.633284, -4.306814, 7.097126], [24.348988, -0.249849, 6.664368], [23.952535, -6.299544, 9.493306], [23.958498, -4.963337, 7.713106], [23.455831, -6.029139, 10.897605], [19.736978, -0.655780, 11.230684], [25.085844, -2.597407, 11.971905], [24.209973, -6.364703, 10.412938], [18.825254, -5.448457, 8.973656], [22.881136, -2.211516, 13.510977]], "forces_ev_per_angstrom": [[0.0, 0.0, 0.7], [0.3, 0.2, 0.0], [-0.5, 0.1, 0.0], [0.3, -0.9, 0.6], [0.0, -0.1, -0.2], [0.5, 0.3, -0.1], [-0.2, 0.5, -0.7], [-0.6, 0.0, 0.0], [-0.2, 0.2, -0.2], [0.0, 0.0, 0.0], [0.3, 0.3, 0.1], [0.2, 0.1, -0.1], [0.0, -0.4, 0.1], [0.2, 0.1, 0.2], [0.0, 0.3, -0.1], [-0.2, 0.2, 0.2], [0.2, 0.3, -0.5], [-0.1, -0.2, 0.3], [-0.2, -0.3, -0.2], [0.0, -0.2, -0.1], [-0.1, -0.1, -0.2], [-0.3, -0.1, 0.3], [0.1, -0.3, 0.2], [0.2, -0.1, 0.3], [0.4, 0.4, -0.2], [-0.5, 0.0, 0.1], [-0.6, 0.4, 0.3], [0.2, -0.1, -0.1], [0.6, 0.8, -0.7], [0.4, -0.6, -0.1], [-0.1, 0.7, -0.4], [-0.2, 0.0, -0.4], [0.1, 0.2, -0.4], [0.1, -0.8, 0.6], [-0.2, 0.2, 0.5], [-0.1, -0.2, 0.0], [-0.5, -0.3, 0.3], [0.4, -0.5, -0.3], [0.2, -0.3, 0.1], [-0.2, 0.3, -0.1]]}


Entry 3:
{"formula": "H26O17S", "method": "ωB97M-V/def2-TZVPD", "total_charge": -2, "de_lowest_ev": 0.455, "gap_ev": 9.196, "species": ["H", "O", "H", "H", "O", "H", "H", "H", "H", "O", "O", "O", "O", "H", "H", "H", "O", "H", "O", "H", "H", "H", "O", "H", "O", "O", "H", "H", "H", "H", "H", "O", "H", "H", "O", "H", "H", "H", "O", "O", "O", "H", "O", "S"], "coordinates": [[11.019291, 1.054110, 12.782561], [5.247073, 3.795219, 10.595788], [10.232847, 3.337633, 14.269255], [8.099867, 3.528734, 15.376459], [8.566678, 3.325467, 13.774276], [8.786073, 3.705814, 10.760617], [8.384759, -1.125364, 11.766133], [12.193930, 2.027369, 12.694180], [8.337882, 5.760719, 11.901668], [7.021109, 1.481779, 13.443479], [6.615668, 1.375877, 9.835081], [7.343173, -0.664400, 15.679895], [9.418008, 1.116040, 13.244616], [8.594548, 4.857105, 13.106173], [7.261830, -0.084705, 14.909861], [10.709752, 1.281494, 10.116404], [11.100630, 3.596762, 14.627572], [9.755996, 0.128542, 16.472243], [10.392357, 0.580800, 15.912812], [9.928110, 0.695326, 15.071768], [5.534753, 1.033406, 12.737862], [5.688860, 3.525397, 9.787796], [4.621690, 0.764472, 12.528565], [6.587812, -0.443978, 16.228716], [11.986092, 1.090295, 12.651808], [5.388942, 2.495729, 15.615420], [7.116764, 1.828313, 10.543807], [5.465941, 3.103474, 11.225788], [7.238249, 1.328207, 9.104693], [5.928837, 2.293466, 14.832935], [7.952250, 4.475631, 9.727992], [8.493294, 5.792832, 12.849221], [11.186073, 3.083108, 15.435266], [6.875491, 3.517831, 16.290282], [8.324134, 2.379554, 11.604037], [9.151466, -0.697854, 13.010331], [4.209047, 0.632129, 13.384427], [9.269040, 1.461654, 10.610158], [8.746923, -1.470334, 12.586314], [9.804358, 1.037589, 9.907923], [7.809130, 3.755673, 16.279333], [5.273072, 1.649555, 16.052316], [8.795172, 4.503538, 10.185492], [8.307261, 2.063586, 13.065388]], "forces_ev_per_angstrom": [[0.3, 0.1, 0.1], [-0.2, 0.6, 0.0], [0.2, 0.3, 0.2], [0.0, 0.2, 0.2], [-0.2, -0.8, 0.3], [-0.1, 0.3, -0.1], [0.0, 0.2, 0.0], [-0.1, 0.1, 0.3], [0.1, -0.2, -0.2], [-0.4, -0.2, 0.7], [-0.3, 0.1, -0.4], [0.0, -0.1, 0.2], [-0.5, -0.3, 1.2], [-0.1, 0.4, 0.0], [0.1, 0.1, -0.3], [0.1, -0.1, 0.2], [0.4, 0.0, 0.0], [-0.2, 0.0, -0.1], [0.2, 0.0, 0.3], [0.1, 0.1, -0.2], [0.0, -0.2, -0.1], [0.0, -0.4, 0.0], [-0.3, -0.1, -0.2], [0.0, 0.1, 0.1], [0.4, -0.2, -0.5], [-0.5, 0.0, 0.0], [0.2, -0.3, -0.1], [-0.1, -0.1, 0.0], [0.2, -0.1, 0.1], [0.1, -0.1, -0.2], [-0.1, -0.1, 0.1], [0.0, 0.4, 0.1], [-0.1, -0.2, 0.0], [0.0, 0.0, 0.0], [-0.9, 0.0, 0.4], [-0.1, 0.0, -0.2], [0.0, 0.1, 0.1], [0.2, -0.1, -0.1], [0.0, -0.5, 0.1], [0.0, -0.2, -0.4], [0.1, 0.1, 0.5], [0.1, 0.0, 0.0], [0.2, 0.3, -0.3], [1.3, 0.6, -1.7]]}


Entry 4:
{"formula": "H27O13", "method": "ωB97M-V/def2-TZVPD", "total_charge": 1, "de_lowest_ev": 3.264, "gap_ev": 10.252, "species": ["H", "H", "H", "H", "H", "H", "H", "H", "O", "O", "O", "H", "O", "H", "H", "O", "H", "H", "H", "O", "H", "H", "H", "O", "H", "H", "H", "H", "H", "O", "H", "O", "O", "H", "O", "H", "H", "O", "O", "H"], "coordinates": [[-2.331843, -1.927935, 0.137813], [1.471335, 2.710022, 2.545566], [-0.145664, -2.259465, 3.178537], [-0.198194, 1.315709, -3.701821], [-1.175997, -1.558595, 1.594772], [-1.106544, 1.465291, -1.376417], [4.183483, -1.010899, 1.367265], [2.207070, -2.402871, -0.964989], [-3.899057, -0.980063, -0.596839], [0.224450, 2.106846, -4.201796], [0.933996, 2.273937, -1.156456], [-1.544121, -2.976796, 3.446728], [1.724266, 2.186844, 1.848201], [1.759111, -3.282430, 0.297323], [1.046504, 1.326246, -1.019307], [-1.824827, -1.374091, 0.884113], [-0.380821, 2.771265, -3.801057], [1.356394, 2.826585, 1.091257], [-4.759729, -0.790423, -0.992787], [0.831571, -0.072909, 2.442680], [-3.528139, 1.128520, 2.217812], [-0.978480, -0.726464, 0.292723], [1.357512, -0.394795, -3.570859], [-1.232339, 1.072286, -2.223111], [1.622659, 2.591239, -1.716820], [0.515761, -0.266436, 0.934085], [2.187808, -1.728819, -3.778312], [1.590359, -0.721831, 2.447669], [0.765842, -1.172125, -0.267688], [0.243917, -0.314620, -0.040116], [-3.114389, 2.537713, 1.466819], [3.471274, -0.367802, 1.559973], [-3.488107, 1.652259, 1.309019], [1.489295, 0.813702, 1.969707], [-0.887749, -2.732740, 2.763818], [3.885839, 0.442050, 1.434682], [-3.817948, -0.142124, -0.088911], [2.081051, -1.003172, -3.141088], [1.469616, -2.583801, -0.287788], [-2.005166, 1.570691, -2.304402]], "forces_ev_per_angstrom": [[1.5, 1.0, 2.7], [-0.7, 1.4, 3.6], [-0.5, -0.3, 0.4], [1.2, 1.8, -1.2], [-1.0, -2.3, 0.4], [1.8, -0.1, 1.6], [-0.6, 0.4, 0.2], [-1.5, -0.6, 1.4], [-0.5, 1.3, 0.4], [-1.7, -1.3, 1.5], [-0.6, 0.2, 1.5], [0.7, 0.3, -0.4], [0.0, 1.4, -5.3], [0.2, -0.2, 0.1], [0.1, -0.1, -0.2], [-0.3, 2.1, -3.7], [0.9, -0.2, -0.6], [1.3, -2.6, 1.2], [0.0, -0.7, -0.4], [3.2, 0.7, -1.7], [0.3, 2.1, -2.8], [-0.2, -0.4, -0.2], [2.2, -1.7, 1.2], [0.2, -1.2, 0.3], [0.7, 0.1, -0.8], [0.0, 0.6, 0.1], [-0.1, 0.4, 0.1], [-1.0, 0.7, 0.3], [-1.0, 1.0, 0.1], [-0.2, -1.4, 0.1], [-0.3, -0.7, 0.3], [-0.3, -3.0, 0.0], [0.0, -1.6, 2.4], [-2.7, -1.8, 2.0], [0.4, 0.0, 0.6], [1.1, 2.6, -0.3], [0.5, -0.6, 0.0], [-2.0, 1.3, -1.2], [1.6, 0.6, -1.9], [-2.8, 0.8, -1.8]]}


Entry 5:
{"formula": "H27O13", "method": "ωB97M-V/def2-TZVPD", "total_charge": 1, "de_lowest_ev": 2.368, "gap_ev": 11.030, "species": ["H", "H", "H", "H", "H", "H", "H", "O", "O", "O", "H", "H", "H", "O", "H", "H", "H", "H", "H", "O", "O", "H", "H", "O", "O", "H", "H", "H", "O", "H", "H", "H", "H", "O", "H", "H", "H", "O", "O", "O"], "coordinates": [[-3.288769, -2.630956, 0.440521], [-3.003277, -1.225135, 0.758270], [0.065880, 0.046733, 1.087751], [2.580884, -1.059159, -1.461013], [1.579411, -3.441806, 1.436466], [-2.346475, -0.778562, 3.558349], [-2.271613, 0.631088, 2.918533], [-0.384056, -1.291481, -1.544455], [0.437509, -0.159276, 1.950600], [-2.374579, -0.316348, 2.713739], [-0.965584, 2.357306, -1.331778], [2.687010, 1.085349, 2.603422], [2.650426, 2.599169, 2.938411], [0.783933, -3.838456, -1.311471], [-2.366486, 2.190143, 0.577429], [2.172970, 0.261906, -1.954941], [-0.261466, -0.632724, 2.437196], [-3.336990, 2.074014, -2.082340], [2.842586, 2.095459, 0.472487], [-0.059553, 2.106169, -1.596965], [-2.346091, 1.981977, 1.523116], [1.167020, -3.091686, -0.749829], [0.768126, -0.642867, -1.773829], [1.812229, -0.478357, -1.323003], [1.441412, 0.886860, -3.352967], [0.431098, 2.508491, -0.865855], [4.164359, 2.066248, -0.251489], [0.183515, -2.101957, -1.625709], [-2.943620, -1.858830, -0.024193], [-3.870681, 1.611101, -0.556454], [0.799801, -4.515659, -0.623969], [0.921320, -1.975884, 1.197511], [-2.954067, 2.567116, 1.995780], [-3.259047, 2.074246, -1.131277], [0.495431, 0.945195, -3.200542], [1.795705, 0.781911, -4.236163], [-0.960046, -1.413805, -0.785057], [3.350244, 1.553908, -0.192366], [2.995919, 1.951841, 2.315262], [0.865611, -2.923290, 1.050811]], "forces_ev_per_angstrom": [[0.1, -0.5, -0.5], [0.3, -0.6, -1.4], [-0.2, 0.3, 0.1], [-0.6, -0.9, 0.3], [0.1, 0.7, 0.4], [-0.2, 0.0, 0.1], [0.0, -0.5, -0.5], [1.3, -0.5, -1.6], [0.4, -0.7, 0.1], [0.2, -0.2, 0.5], [0.1, -0.4, -0.5], [-0.1, 0.1, 0.0], [0.0, -0.2, 0.2], [1.2, 1.4, 0.3], [-0.2, 0.3, 0.2], [-1.2, 0.0, 0.9], [-0.1, 0.5, -0.4], [-1.0, -0.6, 0.0], [0.7, -1.1, -0.5], [-0.9, 0.4, 1.0], [0.0, 0.2, 0.2], [-0.5, -1.7, -0.6], [0.6, -0.5, 1.8], [1.5, 1.7, -1.6], [1.3, -0.1, 0.5], [0.5, -0.1, -0.4], [0.1, -0.2, -0.1], [-1.8, -0.2, 0.1], [0.0, 1.3, 2.0], [-0.6, -0.4, -1.1], [-0.4, -0.2, -0.3], [0.6, 0.4, 0.9], [0.1, 0.1, -0.5], [1.6, 0.9, 1.0], [-0.2, 0.4, -0.8], [-0.8, 0.1, -0.4], [-0.6, -0.1, 0.4], [-0.6, 1.0, 0.0], [-0.1, 0.4, 0.3], [-0.4, -0.5, -0.3]]}


Entry 6:
{"formula": "H27O13", "method": "ωB97M-V/def2-TZVPD", "total_charge": 1, "de_lowest_ev": 3.439, "gap_ev": 10.801, "species": ["H", "O", "O", "O", "H", "H", "H", "H", "H", "H", "H", "O", "H", "O", "O", "H", "H", "H", "H", "O", "H", "H", "H", "H", "O", "O", "H", "O", "H", "H", "O", "H", "H", "H", "H", "H", "H", "O", "O", "H"], "coordinates": [[0.876730, -3.758729, 1.974806], [-0.078780, -0.463283, -0.714231], [-1.492224, -2.609167, 1.886750], [-0.509991, -3.108154, -0.504062], [-0.619745, -0.348848, 0.087735], [-0.381024, -2.356004, -1.173747], [2.002783, -3.046711, 1.154285], [-1.819081, 3.272562, -1.855990], [1.925261, 1.666653, 2.742933], [-2.455554, 0.889880, 1.908662], [1.711708, 0.475225, 3.812769], [2.757843, 0.085598, -0.885822], [0.274623, -2.695285, 0.241051], [-2.114372, 0.037365, 2.212450], [1.138525, -2.898850, 1.557111], [-1.336909, -3.004223, 0.074381], [0.819239, -0.171652, -0.477609], [-2.329446, -1.469040, -1.044271], [-1.530578, -1.653894, 1.740476], [0.132059, 1.694431, -2.878472], [-0.831446, 4.012093, -1.600830], [0.220488, 0.882615, -3.451905], [1.720689, 2.775449, -2.084775], [1.285471, 3.422555, 1.274684], [-1.748335, -1.376915, -2.701110], [1.330811, 1.006723, 3.120076], [1.581428, 3.357793, -0.457376], [1.994385, 2.823347, -1.128015], [-3.658432, -2.261559, -0.174152], [2.556171, 1.017926, -1.036210], [2.117035, 3.203705, 1.690732], [-1.535953, 0.511111, 2.840819], [-1.539696, -1.720949, -3.581530], [-0.840129, -1.181234, -2.276703], [3.722092, -0.101279, -0.663814], [-1.606393, -2.680726, 2.876297], [2.939819, 3.026032, 1.249488], [-1.275275, 3.349950, -1.042866], [-2.820098, -1.818593, -0.301623], [-0.583710, 1.214084, -2.410380]], "forces_ev_per_angstrom": [[0.2, 1.1, -0.5], [-0.2, -0.1, 0.4], [-0.1, -0.4, 2.0], [2.9, 1.9, 1.2], [0.1, 0.2, -0.2], [-1.0, -1.3, 1.2], [0.3, -0.1, 0.3], [-1.1, -1.4, 1.0], [0.2, 0.1, 0.3], [-1.0, -0.4, -1.0], [0.6, 0.2, 0.2], [1.2, -1.5, 0.5], [-1.6, -2.1, -0.5], [0.7, 1.8, 0.5], [-0.1, -0.6, -0.5], [-0.1, 0.4, -0.7], [0.3, 0.0, -0.2], [-2.0, -0.5, -1.3], [-0.5, 0.2, 0.1], [-1.0, -2.9, -1.0], [1.5, 0.6, 1.3], [1.0, 1.6, -0.2], [-0.6, 0.8, 2.0], [0.4, -0.1, -0.6], [2.6, 0.4, 0.4], [-1.1, -0.4, -0.4], [-0.7, 0.4, -1.0], [1.6, -1.4, -1.3], [-0.1, 0.3, -1.4], [0.6, 0.6, 0.2], [-0.1, -0.1, 2.2], [0.6, -1.1, 0.4], [-0.3, 0.0, 0.1], [-1.9, 0.2, -1.3], [-2.1, 1.0, -0.5], [0.1, -0.1, -1.7], [-0.3, 0.3, -1.3], [-0.4, 0.9, -2.2], [1.3, 0.2, 2.6], [0.2, 1.4, 0.9]]}